Record 1
This record from the Open Molecules 2025 dataset describes an isolated molecule of C3H7N3O. The level of theory is ωB97M-V/def2-TZVPD.

XYZ file:
```
14
Properties=species:S:1:pos:R:3:forces:R:3
O 0.313 0.052 -1.501 -0.030 0.011 0.402
N 1.198 0.217 0.599 -0.143 -0.030 0.014
N -1.088 0.039 0.307 -0.081 -0.028 0.034
N -3.353 -0.325 0.167 0.206 0.037 -0.259
C 0.168 0.097 -0.290 0.050 -0.025 -0.147
C -2.243 -0.161 -0.428 -0.064 -0.009 0.046
C 2.576 0.138 0.163 0.160 0.002 -0.073
H -4.095 -0.458 -0.517 0.052 0.026 0.088
H -1.203 0.027 1.311 0.069 0.010 -0.117
H 1.005 0.176 1.587 -0.022 -0.002 -0.153
H 3.153 0.993 0.528 -0.090 -0.121 -0.054
H -2.055 -0.157 -1.503 -0.088 -0.020 0.129
H 2.572 0.151 -0.928 0.042 0.006 0.152
H 3.051 -0.789 0.505 -0.060 0.143 -0.062
```
Forces are in eV/Å.

HOMO: -9.60 eV
relative energy (zero: lowest compared OMol25 entry of this formula, charge and spin): 9.7 kJ/mol
orbital gap: 0.382 Eh

Here are the Löwdin charges for atoms 1 to 8, given in e: atom 1 (O): 0.048, atom 2 (N): 0.007, atom 3 (N): 0.091, atom 4 (N): 0.074, atom 5 (C): -0.551, atom 6 (C): -0.281, atom 7 (C): -0.073, atom 8 (H): 0.037

=====

Record 2
This record from the Open Molecules 2025 dataset describes an isolated molecule of C2H3NO3 at a distorted geometry. The level of theory is ωB97M-V/def2-TZVPD.

XYZ file:
```
9
Properties=species:S:1:pos:R:3:forces:R:3
O 1.949 -1.066 -0.043 -0.317 -0.629 -0.109
O 0.536 0.716 0.033 0.583 -0.288 0.124
O -2.637 -0.681 -0.141 1.255 1.868 0.401
N -0.471 -0.219 0.423 0.308 -0.373 -0.746
C -1.766 0.174 -0.011 -0.113 -2.175 -0.520
C 1.746 0.102 -0.113 0.595 1.739 0.561
H -1.894 1.275 -0.216 0.248 -0.907 0.353
H -0.033 -1.178 0.249 -1.459 1.337 0.195
H 2.571 0.877 -0.181 -1.099 -0.574 -0.259
```
Forces are in eV/Å.

HOMO: -10.25 eV
relative energy (zero: lowest compared OMol25 entry of this formula, charge and spin): 274.8 kJ/mol
orbital gap: 0.407 Eh

Here are the Löwdin charges for atoms 1 to 8, given in e: atom 1 (O): 0.086, atom 2 (O): -0.042, atom 3 (O): 0.027, atom 4 (N): 0.051, atom 5 (C): -0.268, atom 6 (C): -0.327, atom 7 (H): 0.149, atom 8 (H): 0.160

=====

Record 3
This record from the Open Molecules 2025 dataset describes a cluster of 2 separate species, C3H9N2O in total at a distorted geometry. The level of theory is ωB97M-V/def2-TZVPD.

XYZ file:
```
15
Properties=species:S:1:pos:R:3:forces:R:3
O -0.237 1.173 0.370 0.168 0.120 -0.179
N -0.402 0.095 2.306 -0.680 2.050 0.942
N 0.523 1.745 -2.050 0.283 -0.553 1.131
C -0.124 0.146 1.046 2.034 -3.217 -3.287
C -0.481 -2.239 0.204 -2.619 -0.834 -1.996
C 0.454 -1.326 0.332 -1.148 3.107 2.830
H 1.435 2.185 -2.030 0.519 -0.487 0.250
H -0.827 0.908 2.708 -0.045 0.726 0.029
H -0.006 2.349 -2.648 -1.132 0.047 -0.153
H 0.172 1.462 -1.034 -0.271 1.249 0.331
H 1.532 -1.457 0.327 -0.139 0.112 -0.521
H -1.602 -1.965 0.394 2.215 -0.597 -0.221
H -0.612 -0.678 2.841 0.157 -2.460 0.759
H -0.356 -3.185 -0.413 0.129 1.025 1.392
H 0.531 0.785 -2.352 0.531 -0.288 -1.309
```
Forces are in eV/Å.

HOMO: -14.33 eV
relative energy (zero: lowest compared OMol25 entry of this formula, charge and spin): 168.2 kJ/mol
orbital gap: 0.407 Eh
charge: +1

Here are the Löwdin charges for atoms 1 to 8, given in e: atom 1 (O): 0.003, atom 2 (N): 0.227, atom 3 (N): 0.273, atom 4 (C): -0.442, atom 5 (C): -0.022, atom 6 (C): -0.061, atom 7 (H): 0.142, atom 8 (H): 0.138

=====

Record 4
This record from the Open Molecules 2025 dataset describes the ion C5H11NP with charge +1 at a distorted geometry. The level of theory is ωB97M-V/def2-TZVPD.

XYZ file:
```
18
Properties=species:S:1:pos:R:3:forces:R:3
P 1.086 0.058 0.113 7.005 -0.483 2.505
N 0.235 0.078 -1.319 -4.300 -2.088 -1.864
C -0.014 2.233 1.004 0.786 -0.053 -0.955
C 0.474 -2.655 -0.232 -0.658 -1.083 0.630
C 1.057 -1.698 0.425 1.270 0.335 1.604
C -1.018 0.550 -0.560 -1.738 1.537 -0.840
C -0.309 0.791 0.781 -3.884 -0.307 0.924
H 0.329 0.295 -2.284 0.889 1.209 -0.775
H -1.228 1.556 -1.039 -0.802 -1.446 0.570
H 0.201 2.640 -0.004 -0.171 0.583 0.694
H -0.124 -2.405 -1.057 -0.967 -0.349 -1.399
H 0.395 -3.677 0.139 0.397 0.154 -0.399
H 1.709 -1.964 1.264 -0.363 0.148 0.013
H -0.820 2.687 1.523 -0.612 0.899 0.201
H -0.976 0.379 1.556 0.963 -0.185 0.037
H 0.901 2.271 1.557 0.456 0.563 0.598
H -0.023 -0.891 -1.367 0.009 -1.102 -0.867
H -1.875 -0.248 -0.501 1.720 1.668 -0.677
```
Forces are in eV/Å.

HOMO: -13.44 eV
relative energy (zero: lowest compared OMol25 entry of this formula, charge and spin): 178.8 kJ/mol
orbital gap: 0.362 Eh
charge: +1

Here are the Löwdin charges for atoms 1 to 8, given in e: atom 1 (P): 0.988, atom 2 (N): -0.090, atom 3 (C): -0.109, atom 4 (C): -0.006, atom 5 (C): -0.302, atom 6 (C): -0.119, atom 7 (C): -0.533, atom 8 (H): 0.165

=====

Record 5
This record from the Open Molecules 2025 dataset describes a structure of composition C22H35IrO4Se2Si2Te3 at a distorted geometry. The level of theory is ωB97M-V/def2-TZVPD.

XYZ file:
```
69
Properties=species:S:1:pos:R:3:forces:R:3
Ir 1.643 -1.291 0.935 1.180 0.024 -0.028
Te 5.037 0.543 1.704 0.116 -0.221 -0.200
Te -0.805 -1.531 1.975 -0.088 0.381 -0.653
Te 5.222 -1.918 0.589 -0.027 0.233 0.257
Se 2.714 0.603 2.512 -0.502 -0.606 -0.405
Se 3.392 -3.145 1.654 -0.486 0.324 -0.310
Si -1.993 -2.963 -0.793 -0.061 0.021 -0.193
Si -2.376 0.753 3.880 -0.128 0.184 0.055
O 0.981 -2.113 4.161 -0.003 0.167 0.420
O 0.968 0.650 -0.526 -0.284 0.244 0.048
O 4.167 0.254 -1.739 -0.529 -0.245 -0.191
O 2.656 -1.276 -1.145 -0.541 -0.142 0.858
C 0.898 -0.071 -5.191 0.006 0.001 -0.053
C -1.043 0.525 2.554 -0.210 -0.163 0.290
C 2.997 4.381 -0.432 -0.071 0.038 0.053
C 3.013 -0.104 -1.512 0.539 0.497 0.125
C 1.839 0.937 -1.628 0.329 -0.286 -0.251
C -2.060 -1.347 0.229 0.310 -0.430 -0.103
C 1.637 0.113 -4.031 0.012 -0.012 0.046
C 3.120 2.813 -2.706 -0.061 0.048 0.013
C 1.052 0.688 -2.909 -0.055 -0.052 0.035
C -1.719 0.057 5.502 -0.061 0.107 -0.296
C -2.196 -4.423 0.394 -0.017 0.329 -0.144
C 2.371 3.140 -0.460 -0.033 -0.060 -0.063
C 3.744 4.047 -2.679 -0.027 -0.040 -0.038
C -3.382 -2.916 -2.068 0.154 -0.045 0.280
C 2.425 2.341 -1.594 -0.087 0.035 0.155
C -3.949 -0.161 3.371 0.272 0.122 0.003
C -0.292 1.046 -2.956 0.042 -0.048 -0.062
C -0.346 -3.114 -1.682 -0.197 0.080 0.176
C -2.719 2.608 4.000 0.042 -0.318 0.064
C -1.037 0.835 -4.105 -0.015 0.072 0.020
C 3.687 4.838 -1.540 0.027 0.036 0.057
C -0.439 0.289 -5.232 -0.057 -0.034 -0.021
H -3.373 -3.830 -2.665 -0.008 -0.005 -0.013
H 3.185 2.206 -3.596 0.000 -0.025 -0.010
H -0.261 -2.421 -2.521 -0.009 0.063 0.015
H 0.743 1.468 -0.068 0.083 -0.012 0.047
H 4.283 4.389 -3.553 0.006 0.008 0.008
H -4.363 -2.829 -1.598 -0.025 -0.001 -0.005
H 2.937 4.978 0.469 0.034 0.030 -0.022
H -1.022 0.141 -6.132 0.026 -0.024 -0.015
H 2.674 -0.203 -3.998 0.009 0.032 -0.003
H -1.268 -4.601 0.942 0.006 -0.030 0.015
H -3.116 2.998 3.061 -0.007 -0.025 -0.025
H 1.448 -2.921 3.922 0.115 0.060 -0.018
H -2.085 1.107 -4.122 0.003 0.018 -0.017
H 1.870 2.812 0.443 0.053 -0.053 0.072
H -2.512 -0.047 6.244 -0.024 0.003 -0.004
H -4.369 0.241 2.446 0.023 0.018 -0.021
H -2.986 -4.239 1.126 -0.023 -0.021 0.000
H -4.716 -0.076 4.143 0.019 0.004 0.039
H -3.746 -1.223 3.218 -0.041 -0.026 0.020
H 1.674 -1.450 4.290 0.055 -0.131 -0.122
H -1.270 -0.926 5.340 -0.007 -0.021 0.028
H -1.803 3.156 4.229 0.012 0.003 0.015
H -0.764 1.485 -2.087 0.001 -0.001 0.023
H -3.444 2.825 4.785 -0.007 0.007 0.011
H -0.950 0.708 5.924 0.024 0.005 -0.015
H 4.183 5.800 -1.513 -0.012 0.006 -0.017
H 0.473 -2.890 -0.998 0.165 0.007 0.006
H -1.705 -0.501 -0.362 0.086 -0.002 0.019
H -3.080 -1.146 0.557 -0.010 -0.026 0.120
H -0.176 -4.125 -2.057 -0.090 -0.038 -0.014
H -3.252 -2.072 -2.748 0.018 0.024 0.002
H 1.370 -0.501 -6.065 0.003 -0.035 0.018
H -0.071 0.861 2.920 -0.010 -0.004 0.005
H -2.444 -5.337 -0.147 0.025 -0.006 -0.029
H -1.272 1.073 1.639 0.019 -0.043 -0.061
```
Forces are in eV/Å.

HOMO (alpha / beta): -7.34 / -7.65 eV
spin multiplicity: 5
relative energy (zero: lowest compared OMol25 entry of this formula, charge and spin): 93.7 kJ/mol
orbital gap (alpha / beta): 0.248 / 0.199 Eh

Here are the Löwdin charges for atoms 1 to 8, given in e: atom 1 (Ir): 0.461, atom 2 (Te): 0.324, atom 3 (Te): 1.281, atom 4 (Te): 0.437, atom 5 (Se): -0.127, atom 6 (Se): -0.142, atom 7 (Si): 0.417, atom 8 (Si): 0.422

=====

Record 6
This record from the Open Molecules 2025 dataset describes an isolated molecule of C7H13NO2 at a distorted geometry. The level of theory is ωB97M-V/def2-TZVPD.

XYZ file:
```
23
Properties=species:S:1:pos:R:3:forces:R:3
O 1.590 -2.352 -2.201 0.146 -0.164 0.434
O 0.969 -0.214 -2.092 1.033 2.052 1.324
N 0.211 1.014 0.400 -2.203 0.448 0.024
C -1.635 -0.339 -0.514 2.248 0.724 -3.431
C -0.901 -1.660 -0.262 1.109 1.914 -1.848
C -1.264 0.658 0.504 0.479 1.920 0.246
C 0.552 2.308 1.030 2.341 -2.298 0.976
C 0.601 -1.368 -0.098 2.359 -1.417 -0.085
C 1.216 -1.416 -1.561 -1.716 1.130 1.087
C 1.094 -0.097 0.719 1.034 0.933 -1.428
H -1.885 1.563 0.310 0.801 -0.233 -0.001
H -0.827 -2.395 -1.135 -1.346 0.513 1.634
H 2.182 0.328 0.380 -2.210 -1.566 0.812
H 1.101 -0.176 1.794 0.261 -0.872 0.606
H 1.609 2.456 0.672 -1.140 0.861 0.096
H 0.951 -2.317 0.312 0.532 0.321 0.635
H 0.911 0.440 -1.259 -0.564 -1.090 -2.465
H -1.383 0.198 -1.518 -0.067 -1.347 1.392
H -1.614 0.367 1.488 0.483 -0.372 0.790
H -2.656 -0.441 -0.617 -2.412 -0.506 0.317
H -0.207 2.993 0.774 -0.330 1.167 -0.578
H -1.294 -1.875 0.702 -0.318 -1.648 0.636
H 0.678 2.324 2.171 -0.519 -0.470 -1.173
```
Forces are in eV/Å.

HOMO: -9.35 eV
relative energy (zero: lowest compared OMol25 entry of this formula, charge and spin): 241.6 kJ/mol
orbital gap: 0.369 Eh

Here are the Löwdin charges for atoms 1 to 8, given in e: atom 1 (O): 0.116, atom 2 (O): 0.058, atom 3 (N): -0.264, atom 4 (C): -0.213, atom 5 (C): -0.119, atom 6 (C): -0.191, atom 7 (C): -0.073, atom 8 (C): -0.192

=====

| no. | energy (eV) |
| --- | --- |
| 1 | -9742.9332 |
| 2 | -9753.2417 |
| 3 | -8277.3301 |
| 4 | -16132.4941 |
| 5 | -202740.0398 |
| 6 | -13053.4253 |